Record 1
Below is a 7-piece molecular cluster, C63H133N7O7 overall at a distorted geometry, with properties calculated with ωB97M-V/def2-TZVPD.

Cartesian coordinates (Å):
C  -5.68719  1.26038  -4.52464
C  -5.76979  2.58106  -3.78662
C  -6.94643  3.44272  -4.23801
C  -5.90309  2.27148  -2.27489
C  -5.60986  3.44540  -1.35202
C  -4.23817  4.05456  -1.63685
C  -4.03477  4.43713  -3.11805
C  -4.68225  5.80817  -3.41014
C  -2.51647  4.63624  -3.23552
N  -4.51438  3.34809  -3.95604
O  -4.11983  3.49279  -5.30241
H  -6.56005  0.63442  -4.35187
H  -5.56960  1.42396  -5.60201
H  -4.77447  0.68366  -4.34176
H  -6.76464  3.77395  -5.26019
H  -7.90225  2.93349  -4.09843
H  -6.99665  4.32027  -3.59578
H  -6.92731  1.94737  -2.07294
H  -5.23812  1.43038  -2.06750
H  -6.39164  4.20581  -1.45354
H  -5.62861  3.21423  -0.28371
H  -3.48997  3.30427  -1.37322
H  -4.12861  4.94942  -1.02278
H  -4.40307  6.05251  -4.43888
H  -4.21318  6.60186  -2.82213
H  -5.75000  5.88915  -3.22323
H  -2.23695  5.56414  -2.74156
H  -2.16547  4.73194  -4.26514
H  -1.98548  3.76391  -2.85368
H  -3.52403  2.75019  -5.46066
C  1.38873  -7.78930  -4.36956
C  1.85801  -6.35338  -4.68192
C  3.38518  -6.33487  -4.77716
C  1.30029  -5.92192  -6.05946
C  -0.11034  -5.34555  -6.07805
C  -0.31537  -4.28879  -5.01162
C  0.14272  -4.77965  -3.64371
C  0.15986  -3.57182  -2.68419
C  -0.93198  -5.75296  -3.11103
N  1.48574  -5.35999  -3.65256
O  1.92168  -5.74218  -2.36743
H  0.32536  -7.84820  -4.61908
H  1.88796  -8.61439  -4.87460
H  1.38972  -8.01766  -3.30076
H  3.73779  -7.02451  -5.54307
H  3.69008  -5.30959  -5.01816
H  3.95120  -6.47814  -3.85485
H  2.05335  -5.24315  -6.47113
H  1.31398  -6.77556  -6.74115
H  -0.37990  -4.90948  -7.04243
H  -0.77264  -6.20928  -5.96799
H  -1.37230  -4.02244  -4.95298
H  0.17522  -3.33946  -5.25318
H  0.98114  -2.92243  -2.99846
H  0.41347  -3.89307  -1.67318
H  -0.79194  -3.04479  -2.67580
H  -0.97408  -6.71780  -3.60910
H  -1.92668  -5.31205  -3.17070
H  -0.65157  -5.93458  -2.07012
H  2.51572  -5.01539  -2.15193
C  0.21204  2.61316  4.13508
C  0.98490  1.80729  5.19770
C  1.65238  2.74582  6.20505
C  -0.08801  0.99056  5.96114
C  0.37258  -0.15840  6.85158
C  1.37132  -1.04204  6.08676
C  2.45774  -0.25360  5.34626
C  3.51795  0.21070  6.35889
C  3.18180  -1.21262  4.43236
N  1.87100  0.85464  4.57660
O  2.79083  1.43020  3.68929
H  0.96294  3.28744  3.70832
H  -0.16536  2.04343  3.28145
H  -0.61413  3.21559  4.50853
H  1.74805  2.43648  7.24170
H  2.64808  3.07524  5.88256
H  1.15320  3.72197  6.17486
H  -0.86900  1.59577  6.42085
H  -0.61182  0.48945  5.13553
H  0.86592  0.09070  7.79880
H  -0.45564  -0.77777  7.20364
H  0.79799  -1.70862  5.43330
H  1.85490  -1.73959  6.77526
H  3.92772  -0.61669  6.94278
H  3.11093  0.80636  7.17975
H  4.30134  0.76868  5.84770
H  3.82869  -1.90199  4.98224
H  3.81206  -0.73810  3.67883
H  2.59645  -1.95360  3.87242
H  2.56900  1.13742  2.79633
C  -2.79686  -7.81946  5.60061
C  -2.98310  -6.29255  5.64759
C  -1.66662  -5.65243  6.14660
C  -3.26031  -5.80534  4.22301
C  -3.82227  -4.37507  4.19288
C  -5.04132  -4.28475  5.08168
C  -4.79839  -4.75686  6.52553
C  -4.02188  -3.64967  7.24515
C  -6.17803  -4.88991  7.19375
N  -4.13208  -6.06185  6.53957
O  -3.91395  -6.53706  7.84678
H  -3.72066  -8.33827  5.34418
H  -1.99071  -8.09936  4.92157
H  -2.50551  -8.17039  6.59263
H  -1.71957  -4.57224  6.01609
H  -1.41013  -5.90476  7.17483
H  -0.83202  -5.98540  5.52464
H  -2.36771  -5.72204  3.60044
H  -3.93377  -6.54462  3.78559
H  -3.12732  -3.61131  4.55435
H  -3.98060  -4.08816  3.15066
H  -5.87667  -4.86668  4.67181
H  -5.45434  -3.27199  5.09889
H  -3.24058  -3.11377  6.71128
H  -3.70051  -4.03428  8.21873
H  -4.70869  -2.85882  7.57105
H  -6.73007  -5.66143  6.64557
H  -6.75565  -3.96701  7.14151
H  -6.23381  -5.23041  8.22972
H  -4.65776  -7.13763  7.96558
C  0.51978  -0.63121  -1.06140
C  0.11428  0.36782  0.02690
C  1.18759  1.43842  0.21142
C  -1.12028  1.18814  -0.44828
C  -2.39368  0.34193  -0.55955
C  -2.60448  -0.25790  0.86387
C  -1.42659  -1.01765  1.47870
C  -1.75378  -1.16479  2.95790
C  -1.32811  -2.38920  0.78769
N  -0.20815  -0.20501  1.34483
O  0.92063  -0.75745  1.97743
H  1.09413  -0.17834  -1.87395
H  1.08939  -1.47599  -0.67121
H  -0.33107  -1.07246  -1.57997
H  0.76617  2.23979  0.82504
H  1.99775  1.11193  0.87396
H  1.62476  1.78095  -0.72171
H  -1.31762  2.08781  0.13359
H  -0.85507  1.52065  -1.46065
H  -3.24762  0.95389  -0.84342
H  -2.30411  -0.46799  -1.28466
H  -3.41048  -0.98597  0.70543
H  -3.08583  0.53043  1.44647
H  -0.92998  -1.51881  3.57853
H  -2.64275  -1.78633  3.08651
H  -2.07581  -0.21382  3.39274
H  -0.30618  -2.75520  0.90138
H  -1.46115  -2.28325  -0.29094
H  -2.10227  -3.09273  1.09098
H  1.00413  -0.22462  2.78089
C  6.06616  3.65176  1.91742
C  6.26464  2.44795  1.01311
C  7.63718  1.77697  1.12985
C  5.12995  1.46094  1.30071
C  5.10330  0.27397  0.35479
C  4.87773  0.81107  -1.07340
C  5.80186  2.00955  -1.49483
C  7.04748  1.46666  -2.19674
C  4.92869  2.74752  -2.50403
N  5.96602  2.95383  -0.35541
O  6.85291  3.99232  -0.72965
H  6.11386  3.27405  2.94469
H  6.86951  4.37033  1.76411
H  5.08550  4.10804  1.79915
H  7.65753  0.91197  0.47029
H  8.33117  2.52005  0.73139
H  7.90469  1.38788  2.11063
H  5.26440  1.02445  2.29761
H  4.16503  1.97187  1.27906
H  5.92114  -0.44169  0.43280
H  4.21295  -0.34425  0.51836
H  3.81858  0.98727  -1.25466
H  5.13289  0.02125  -1.78582
H  7.62031  2.21501  -2.74937
H  6.72961  0.67551  -2.87080
H  7.79905  1.11515  -1.48908
H  5.28314  3.72865  -2.84514
H  3.95744  3.08655  -2.14229
H  4.70262  2.13992  -3.38458
H  6.30389  4.78279  -0.70300
C  0.03142  7.40822  -4.29567
C  1.02835  6.22719  -4.17658
C  2.31516  6.65629  -4.93139
C  1.22374  5.99664  -2.67628
C  2.01871  4.69302  -2.37692
C  1.19313  3.54797  -2.97927
C  1.00180  3.74068  -4.48805
C  2.31379  3.46454  -5.26838
C  -0.01932  2.63819  -4.88837
N  0.41467  5.04832  -4.76657
O  0.08183  5.17374  -6.13193
H  0.43305  8.29664  -3.80209
H  -0.12163  7.76942  -5.31604
H  -0.94513  7.15956  -3.87794
H  2.42247  6.46065  -5.99088
H  2.59277  7.68486  -4.68013
H  3.12078  6.14543  -4.38659
H  1.68979  6.94011  -2.38868
H  0.30540  5.77365  -2.13144
H  2.95849  4.71716  -2.93590
H  2.32048  4.54381  -1.34007
H  0.26106  3.57947  -2.41239
H  1.70829  2.59529  -2.84294
H  2.59494  2.42854  -5.07462
H  3.13096  4.06746  -4.86916
H  2.24421  3.69521  -6.32844
H  -0.87017  2.96103  -5.48754
H  -0.46955  2.08796  -4.05571
H  0.49777  1.84682  -5.43736
H  -0.84316  5.44680  -6.09458

Atoms 1-2, force components in eV/Å:
0.64 -0.04 -1.24
0.28 1.06 1.00

Values from the calculation:
Kohn-Sham gap   8.448 eV
Multiplicity   1
Max |F|   0.0507 Eh/bohr
HOMO   -8.129 eV

Record 2
Below is a 12-piece molecular cluster, C63H140N12O15 overall at a distorted geometry, with properties calculated with ωB97M-V/def2-TZVPD.

Cartesian coordinates (Å):
C  31.72427  29.43360  9.57404
C  31.73592  29.47773  11.05960
C  30.99679  28.28435  11.74730
C  31.10505  28.42676  13.29668
N  30.43768  27.23932  14.02108
C  28.96753  26.93016  13.67372
C  28.19788  26.77475  14.98854
C  29.19508  26.63310  16.11942
C  30.33945  27.53569  15.52956
C  31.24880  25.96911  13.83324
H  30.71983  29.63378  9.20102
H  32.13490  28.51243  9.16060
H  32.45094  30.15787  9.20597
H  31.32628  30.47025  11.24722
H  32.75916  29.46454  11.43500
H  31.48497  27.35412  11.45670
H  29.97214  28.24727  11.37740
H  30.51535  29.26794  13.66106
H  32.12602  28.44137  13.67814
H  28.98542  26.04521  13.03760
H  28.50998  27.70927  13.06402
H  27.60812  25.87187  14.83014
H  27.53995  27.62690  15.15904
H  29.48102  25.61488  16.38320
H  28.75950  27.08530  17.01043
H  31.33827  27.41778  15.94974
H  30.01581  28.56779  15.66426
H  30.70546  25.11757  14.24282
H  32.26526  26.07470  14.21236
H  31.29538  25.75500  12.76548
C  17.29784  20.81997  15.95040
C  18.77298  20.61471  16.18180
C  19.24036  19.63830  17.30142
C  19.09117  18.18923  16.88118
N  18.08430  17.43215  17.78278
C  18.63605  17.42230  19.23038
C  18.50219  15.97241  19.71552
C  17.77747  15.20352  18.66336
C  18.06506  15.89116  17.36668
C  16.55318  17.90472  17.65126
H  16.97942  21.61989  15.28196
H  16.83203  21.29109  16.81594
H  16.90115  19.83840  15.69106
H  19.05909  21.65038  16.36522
H  19.22027  20.52560  15.19180
H  18.84607  19.89359  18.28502
H  20.31402  19.81275  17.37164
H  20.03572  17.65176  16.96512
H  18.77001  17.98746  15.85930
H  18.06223  18.10924  19.85244
H  19.66720  17.77475  19.20564
H  17.88372  16.06108  20.60868
H  19.48555  15.56390  19.94838
H  16.70028  15.24356  18.82514
H  18.14360  14.17832  18.60850
H  17.20206  15.66536  16.74032
H  19.07721  15.67037  17.02770
H  15.86658  17.41099  18.33894
H  16.24587  17.55982  16.66400
H  16.47359  18.98329  17.78714
C  20.06075  20.75392  11.66054
C  20.78831  22.03565  12.07732
C  21.57740  21.90300  13.41624
C  21.86915  23.25096  14.14184
N  22.74973  23.11756  15.46354
C  23.17022  24.47552  16.03712
C  24.60417  24.73705  15.56682
C  24.99825  23.62676  14.58986
C  24.13875  22.49834  15.08830
C  22.15947  22.16240  16.48499
H  19.15351  21.01245  11.11448
H  19.70511  20.07449  12.43514
H  20.70957  20.20837  10.97534
H  20.05187  22.82814  12.21040
H  21.31381  22.46883  11.22626
H  22.47083  21.35968  13.10852
H  21.04432  21.26042  14.11696
H  20.92311  23.70300  14.43978
H  22.49608  23.83123  13.46484
H  23.02926  24.65375  17.10316
H  22.54317  25.19285  15.50764
H  25.17636  24.76828  16.49402
H  24.68731  25.73484  15.13598
H  26.06732  23.42072  14.64218
H  24.81428  23.84727  13.53836
H  24.51269  22.04536  16.00650
H  23.98731  21.72821  14.33196
H  21.18095  22.59828  16.68650
H  22.69631  22.02483  17.42358
H  21.94522  21.18586  16.05075
C  18.97916  24.57289  26.39790
C  20.41697  24.76384  25.73186
C  20.41818  25.16303  24.19498
C  19.85170  24.11670  23.21290
N  20.14843  24.38209  21.72580
C  19.34562  23.51238  20.72120
C  20.25155  23.12551  19.61756
C  21.64871  23.46419  19.96846
C  21.66443  24.08084  21.39576
C  19.89078  25.87578  21.31750
H  18.56048  23.58330  26.21478
H  18.25549  25.34931  26.14978
H  18.92303  24.47244  27.48182
H  20.94795  23.81354  25.78734
H  21.02452  25.47162  26.29580
H  21.46739  25.28462  23.92580
H  19.84422  26.08725  24.26196
H  18.76450  24.09739  23.28854
H  20.10152  23.07324  23.40492
H  18.42217  24.01301  20.43017
H  19.10105  22.66348  21.35968
H  20.00976  23.64035  18.68772
H  20.19865  22.04181  19.51308
H  22.07663  24.22305  19.31340
H  22.28214  22.57769  19.93728
H  22.31113  24.94643  21.53930
H  22.01494  23.29945  22.07004
H  20.62591  26.52874  21.78796
H  18.94525  26.18172  21.76522
H  19.85287  25.87271  20.22816
C  24.49636  10.78752  13.50416
C  24.74371  12.29065  13.59736
C  23.52830  13.07277  13.20306
C  23.54460  14.46006  13.73116
N  22.20505  15.22490  13.59844
C  21.87352  15.56553  12.16578
C  22.29800  17.02580  11.98948
C  21.97864  17.69028  13.27744
C  22.35924  16.65104  14.31616
C  21.10985  14.47649  14.29722
H  25.37854  10.15675  13.61372
H  24.05212  10.49762  12.55196
H  23.72527  10.55181  14.23762
H  25.50937  12.53012  12.85944
H  24.94375  12.43873  14.65856
H  22.69141  12.51417  13.62218
H  23.45240  13.08563  12.11578
H  24.24579  15.14345  13.25220
H  23.79979  14.45470  14.79086
H  20.80388  15.43813  11.99920
H  22.34761  14.87669  11.46660
H  21.82962  17.47419  11.11332
H  23.36011  17.07366  11.74924
H  20.93990  18.00850  13.36606
H  22.51770  18.63435  13.35640
H  21.93327  16.70177  15.31820
H  23.39883  16.87088  14.55912
H  20.71493  13.74472  13.59248
H  20.44052  15.29872  14.55026
H  21.44541  14.07048  15.25150
C  15.90368  22.84766  12.02522
C  15.98141  21.31370  11.99702
C  14.78403  20.56418  12.47306
C  14.98369  19.02215  12.54982
N  13.84644  18.17027  13.34838
C  13.92088  16.63687  13.09650
C  12.55014  16.24698  12.53470
C  11.98254  17.50065  11.92838
C  12.37827  18.48291  13.02080
C  14.04972  18.38424  14.83152
H  16.86859  23.21316  11.67386
H  15.79276  23.29512  13.01294
H  15.25623  23.26255  11.25272
H  16.87571  20.95448  12.50626
H  16.20132  20.98303  10.98194
H  13.96170  20.66417  11.76462
H  14.41366  21.08290  13.35728
H  15.94010  18.71864  12.97556
H  15.05146  18.59812  11.54796
H  14.02612  16.17594  14.07862
H  14.75776  16.26527  12.50518
H  11.93181  15.88510  13.35618
H  12.71123  15.44016  11.81974
H  10.91972  17.26167  11.89104
H  12.44963  17.65182  10.95520
H  11.83078  18.39405  13.95914
H  12.25293  19.52289  12.71942
H  15.06576  18.15825  15.15506
H  13.26444  17.80957  15.32264
H  13.85119  19.44627  14.97566
C  22.50960  28.80171  16.95894
C  22.73390  27.74791  18.09734
C  24.19575  27.28246  18.26840
C  24.39412  26.39242  19.53664
N  25.80720  26.37701  20.06932
C  25.76228  25.30642  21.17948
C  25.59195  25.97690  22.58500
C  26.18182  27.35790  22.43504
C  26.19676  27.65158  20.90167
C  26.80323  26.12602  18.91126
H  21.46618  29.11681  16.94912
H  22.65378  28.32404  15.98984
H  23.17575  29.65757  17.06775
H  22.00627  26.94068  18.01341
H  22.42048  28.27332  18.99946
H  24.78572  28.19570  18.34612
H  24.55175  26.78899  17.36404
H  24.02271  25.37801  19.39126
H  23.86008  26.79813  20.39588
H  26.79881  24.98199  21.08760
H  25.20838  24.40281  20.92494
H  26.12730  25.41164  23.34788
H  24.54883  26.09661  22.87768
H  27.18347  27.43660  22.85766
H  25.61966  28.13625  22.95102
H  27.08221  28.10178  20.45290
H  25.35591  28.33626  20.79078
H  26.48397  25.24130  18.36040
H  27.80016  26.04896  19.34520
H  26.77028  27.00265  18.26432
N  18.02146  16.97831  13.21430
O  18.35120  18.16754  13.37404
O  17.32932  16.61448  12.29336
O  18.37422  16.15123  13.97344
N  23.80666  18.56198  16.69090
O  24.24242  19.29860  15.81252
O  22.60730  18.49118  16.89707
O  24.48791  17.90401  17.43335
N  26.19135  22.37353  18.76486
O  26.39678  21.13788  18.78544
O  27.10929  23.15752  19.00386
O  25.08057  22.74405  18.63732
N  29.01991  22.42659  14.18822
O  29.92356  21.67808  14.56210
O  28.54700  22.23628  13.07766
O  28.71145  23.41392  14.83402
N  18.65577  24.94824  16.93532
O  18.69273  25.87527  17.73668
O  19.68961  24.56907  16.46268
O  17.58289  24.42258  16.71865

Atoms 1-2, force components in eV/Å:
0.77 -0.46 -1.00
0.00 -0.54 0.88

Values from the calculation:
Kohn-Sham gap   5.743 eV
Net charge   +2
Multiplicity   1
Max |F|   0.1376 Eh/bohr
HOMO   -9.083 eV